# 1
DFT (ωB97M-V with the def2-TZVPD basis set) results for one molecule with the formula C16H30N2O6.

The geometry in XYZ format:
```
54
Properties=species:S:1:pos:R:3:forces:R:3
C -4.8074 -1.5655 -0.3414 -0.1 0.0 -0.3
C -4.4441 -0.1843 -0.8278 -0.1 -0.2 0.2
O -4.9244 0.2944 -1.8378 -0.2 0.0 -0.4
N -3.5765 0.5250 -0.0515 0.1 0.4 0.0
C -2.8801 -0.0168 1.0924 0.2 -0.5 0.0
C -1.6671 -0.8902 0.7239 0.1 0.2 0.2
O -1.9656 -2.2385 1.0458 -0.1 0.1 0.1
C -1.0068 -3.1664 0.6010 0.4 0.0 0.1
C 0.3578 -3.0306 1.2974 -0.3 -0.1 -0.1
O 1.1468 -1.9803 0.7829 0.0 0.2 0.0
C 1.8884 -2.3032 -0.3802 0.1 0.1 -0.3
C 2.2562 -1.0196 -1.1292 0.0 -0.6 0.0
N 3.2647 -0.2412 -0.4406 -0.3 -0.1 -0.1
C 4.5578 -0.3831 -0.8289 0.2 0.2 0.1
C 5.5872 0.4478 -0.0944 0.1 -0.2 -0.2
O 4.8703 -1.1491 -1.7217 0.2 -0.2 -0.2
C 2.7921 0.6404 0.6004 -0.2 0.6 0.2
C 2.3282 1.9952 0.0279 0.2 -0.2 -0.1
O 1.9203 2.8976 1.0359 0.2 0.0 0.0
C 0.6320 2.6848 1.5581 -0.4 0.2 -0.2
C -0.5011 3.0023 0.5733 0.2 0.0 0.3
O -0.7766 1.8608 -0.2135 0.1 -0.2 0.2
C -1.8607 2.0103 -1.1063 -0.4 0.1 -0.1
C -3.2476 1.8745 -0.4603 0.2 0.1 -0.3
H -5.3997 -2.0521 -1.1115 0.0 0.1 0.0
H -5.4089 -1.4858 0.5627 0.0 0.0 0.1
H -3.9277 -2.1607 -0.1192 0.0 -0.1 0.1
H -3.5557 -0.6296 1.6934 0.1 0.1 0.0
H -2.5494 0.8246 1.7026 -0.1 -0.1 0.0
H -1.4529 -0.8032 -0.3493 0.0 0.0 0.1
H -0.7771 -0.5618 1.2696 -0.1 0.0 -0.1
H -1.4319 -4.1465 0.8289 0.1 0.0 -0.1
H -0.8745 -3.0772 -0.4885 0.0 -0.1 0.1
H 0.1917 -2.7940 2.3521 0.0 -0.1 0.0
H 0.8979 -3.9831 1.2286 0.0 0.0 0.0
H 1.2988 -2.9420 -1.0490 0.0 0.0 0.0
H 2.8027 -2.8450 -0.1006 -0.1 0.0 -0.1
H 1.3590 -0.4106 -1.2579 0.0 0.0 0.0
H 2.6665 -1.2953 -2.1034 -0.2 0.1 0.1
H 5.6725 0.1149 0.9381 0.0 0.0 0.1
H 6.5455 0.3038 -0.5860 0.0 0.0 0.0
H 5.3306 1.5031 -0.1079 0.0 0.1 0.1
H 1.9559 0.1407 1.0930 0.1 0.1 0.1
H 3.5709 0.8160 1.3427 -0.1 0.0 0.0
H 1.5228 1.8349 -0.6957 0.1 0.0 0.0
H 3.1626 2.4879 -0.4787 0.0 -0.1 0.0
H 0.5056 1.6539 1.9104 0.0 0.0 0.1
H 0.5661 3.3650 2.4102 -0.1 -0.1 0.0
H -1.3897 3.3026 1.1445 0.0 0.0 0.0
H -0.2041 3.8446 -0.0689 0.0 0.0 0.1
H -1.7383 1.2246 -1.8557 -0.1 0.1 0.0
H -1.7992 2.9857 -1.6087 0.0 -0.1 0.0
H -3.3282 2.5388 0.4058 0.0 0.0 0.0
H -3.9947 2.1645 -1.2032 0.1 0.1 0.1
```
Forces are in eV/Å.

The calculation puts the maximum force at 0.7 eV Å⁻¹. The calculation puts the lowest unoccupied orbital energy at 0.68 eV. Its gap between HOMO and LUMO is 9.69 eV. As for the SMILES: CC(=O)N1CCOCCOCCN(C(C)=O)CCOCCOCC1. The highest occupied orbital energy is -9.013 eV.

=====

# 2
DFT (ωB97M-V with the def2-TZVPD basis set) results for C43H45ClNOP3S3W as an isolated structure.

The geometry in XYZ format:
```
98
Properties=species:S:1:pos:R:3:forces:R:3
W 0.1210 0.7497 -0.0832 -0.1 0.0 0.1
S 1.8955 -1.5163 -0.7605 0.0 0.0 0.1
P 1.5751 -1.5802 1.2090 0.0 0.0 -0.1
C 0.0903 -0.6682 1.3774 0.1 0.0 -0.1
P -1.4836 -1.3656 1.3785 0.0 0.1 -0.1
S -2.2772 -0.2859 -0.1403 0.0 0.0 0.1
C -2.3606 -1.1522 2.9328 0.0 0.0 0.0
C -3.7254 -0.8872 2.9538 0.0 0.0 0.0
C -4.3802 -0.7491 4.1692 0.0 0.0 0.0
C -3.6760 -0.8858 5.3574 0.0 0.0 0.0
C -2.3135 -1.1573 5.3374 0.0 0.0 0.0
C -1.6534 -1.2842 4.1260 0.0 0.0 0.0
C -1.5935 -3.1186 0.9751 0.0 0.0 0.0
C -1.3542 -3.5235 -0.3382 0.0 0.0 0.0
C -1.4320 -4.8652 -0.6701 0.0 0.0 0.0
C -1.7496 -5.8046 0.3027 0.0 0.0 0.0
C -1.9795 -5.4052 1.6107 0.0 0.0 0.0
C -1.9019 -4.0631 1.9510 0.0 0.0 0.0
C 1.4960 -3.2560 1.8803 0.0 0.0 0.0
C 1.4736 -3.4324 3.2641 0.0 0.0 0.0
C 1.4145 -4.7092 3.7967 0.0 0.0 0.0
C 1.3976 -5.8114 2.9504 0.0 0.0 0.0
C 1.4380 -5.6368 1.5756 0.0 0.0 0.0
C 1.4821 -4.3587 1.0365 0.0 0.0 0.0
C 2.9258 -0.8336 2.1398 0.0 0.0 0.0
C 4.2304 -1.0668 1.7072 0.0 0.0 0.0
C 5.2965 -0.6056 2.4601 0.0 0.0 0.0
C 5.0638 0.0739 3.6504 0.0 0.0 0.0
C 3.7669 0.3043 4.0809 -0.1 0.0 0.0
C 2.6918 -0.1411 3.3213 0.0 0.0 0.0
H -4.2712 -0.7780 2.0242 0.0 0.0 0.0
H -5.4401 -0.5339 4.1881 0.0 0.0 0.0
H -4.1893 -0.7759 6.3035 0.0 0.0 0.0
H -1.7653 -1.2592 6.2651 0.0 0.0 0.0
H -0.5852 -1.4654 4.1044 0.0 0.0 0.0
H -1.1100 -2.7878 -1.0932 0.0 0.0 0.0
H -1.2529 -5.1781 -1.6903 0.0 0.0 0.0
H -1.8198 -6.8520 0.0389 0.0 0.0 0.0
H -2.2241 -6.1371 2.3690 0.0 0.0 0.0
H -2.0908 -3.7570 2.9722 0.0 0.0 0.0
H 1.5382 -2.5755 3.9251 0.0 0.0 0.0
H 1.4025 -4.8469 4.8700 0.0 0.0 0.0
H 1.3631 -6.8097 3.3672 0.0 0.0 0.0
H 1.4329 -6.4966 0.9186 0.0 0.0 0.0
H 1.5069 -4.2119 -0.0362 0.0 0.0 0.0
H 4.4043 -1.5991 0.7798 0.0 0.0 0.0
H 6.3101 -0.7839 2.1257 0.0 0.0 0.0
H 5.8985 0.4239 4.2437 0.0 0.0 0.0
H 3.5875 0.8341 5.0069 0.0 0.0 0.0
H 1.6761 0.0599 3.6431 0.0 0.0 0.0
O 0.6504 0.8741 -2.1197 0.1 0.0 0.0
N 1.9477 0.9895 -2.4503 0.0 0.0 0.0
C 2.2914 0.6122 -3.6988 0.0 0.0 0.0
C 3.5861 0.7308 -4.1174 0.0 0.0 0.0
C 4.5367 1.2497 -3.2331 0.0 0.0 0.0
C 4.1572 1.6227 -1.9674 0.0 0.0 0.0
C 2.8285 1.4781 -1.5565 0.0 0.0 0.0
S 2.2497 1.8950 0.0121 0.0 0.0 0.0
H 1.4795 0.2184 -4.2904 0.0 0.0 0.0
H 3.8503 0.4166 -5.1156 0.0 0.0 0.0
H 5.5684 1.3489 -3.5409 0.0 0.0 0.0
H 4.8661 2.0142 -1.2522 0.0 0.0 0.0
C -4.0178 3.6268 -1.3188 0.0 0.0 0.0
C -2.8560 3.1009 -0.4760 0.0 0.0 0.0
P -1.4519 2.3416 -1.3774 0.0 0.0 0.0
C -2.1727 1.4804 -2.8297 0.0 0.1 0.0
C -2.3850 2.3171 -4.0905 0.0 0.0 0.0
C -0.4037 3.7196 -1.9933 0.0 0.0 0.0
C -1.0919 5.0396 -2.3374 0.0 0.0 0.0
H -4.7905 4.0175 -0.6567 0.0 0.0 0.0
H -4.4730 2.8372 -1.9158 0.0 0.0 0.0
H -3.7185 4.4321 -1.9867 0.0 0.0 0.0
H -3.2203 2.3316 0.2062 0.0 0.0 0.0
H -2.4434 3.8970 0.1462 0.0 0.0 0.0
H -3.1158 1.0470 -2.4911 0.0 0.0 0.0
H -1.5115 0.6418 -3.0445 0.0 0.0 0.0
H -3.0868 3.1329 -3.9320 0.0 0.0 0.0
H -2.7857 1.6870 -4.8846 0.0 0.0 0.0
H -1.4478 2.7416 -4.4516 0.0 0.0 0.0
H 0.1315 3.3185 -2.8563 0.0 0.0 0.0
H 0.3534 3.8836 -1.2235 0.0 0.0 0.0
H -1.7753 4.9401 -3.1778 0.0 0.0 0.0
H -0.3387 5.7803 -2.6066 0.0 0.0 0.0
H -1.6487 5.4384 -1.4898 0.0 0.0 0.0
Cl 2.2764 2.7478 6.7138 0.0 0.0 0.0
C 1.5037 2.6664 5.1591 0.0 0.0 0.0
C 0.3354 1.9327 5.0110 0.0 0.1 0.0
C -0.2537 1.8501 3.7620 0.0 0.0 0.0
C 0.3060 2.4736 2.6471 0.0 -0.1 0.0
C -0.3837 2.3812 1.3184 0.0 0.0 0.0
C 1.4612 3.2263 2.8342 0.0 0.0 0.0
C 2.0630 3.3265 4.0811 0.0 0.0 0.0
H -0.1105 1.4440 5.8673 0.0 0.0 0.0
H -1.1723 1.2877 3.6502 0.0 0.0 0.0
H -0.2777 3.3469 0.8182 0.0 0.0 0.0
H -1.4479 2.2352 1.5155 0.0 0.0 0.0
H 1.9038 3.7566 1.9994 0.0 0.0 0.0
H 2.9657 3.9075 4.2130 0.0 0.0 0.0
```
Forces are in eV/Å.

The calculation puts the maximum force at 0.1 eV Å⁻¹. As for the spin multiplicity: 2. The calculation puts the lowest unoccupied orbital energy (alpha / beta) at -3.13 / -2.92 eV. Its gap between HOMO and LUMO (alpha / beta) is 7.01 / 7.33 eV. Its charge is +1. The highest occupied orbital energy (alpha / beta) is -10.145 / -10.245 eV. The expectation value of S² is 0.767.